{
  "formula": "C34H31BrCrF4N5P2Se2",
  "method": "the ωB97M-V functional and the def2-TZVPD basis",
  "elements": ["Cr", "C", "N", "C", "C", "N", "N", "C", "N", "N", "H", "H", "H", "H", "H", "H", "H", "H", "H", "H", "H", "Se", "P", "Se", "C", "C", "C", "C", "C", "C", "C", "C", "C", "C", "C", "C", "H", "H", "H", "H", "H", "H", "H", "H", "H", "H", "F", "C", "C", "F", "C", "F", "C", "P", "C", "C", "C", "C", "C", "C", "C", "C", "C", "C", "C", "C", "C", "Br", "C", "F", "H", "H", "H", "H", "H", "H", "H", "H", "H", "H"],
  "coordinates": [[-0.1193, 0.0071, -0.2184], [1.8310, 0.3231, 4.9396], [0.7406, 0.4927, 3.9799], [-0.6171, 0.5009, 4.5150], [0.9088, 0.2945, 2.6556], [-0.0606, 0.0875, 1.8141], [2.2230, 0.3419, 2.2209], [2.6845, 0.0631, 0.9620], [4.0208, 0.0781, 0.8253], [1.8700, -0.1910, -0.0140], [1.4511, 0.5901, 5.9210], [2.6597, 1.0077, 4.7496], [2.1945, -0.7052, 4.9703], [-0.6005, 0.9828, 5.4889], [-1.0193, -0.5091, 4.6284], [-1.2751, 1.0844, 3.8719], [-0.9523, 0.0062, 2.2890], [2.9081, 0.6184, 2.9044], [4.6460, 0.2263, 1.5979], [4.4335, -0.0892, -0.0764], [2.3424, -0.3876, -0.8897], [0.1806, -0.0207, -2.6740], [0.0815, 2.1559, -2.4950], [-0.2954, 2.4490, -0.3685], [1.6172, 2.9249, -3.0125], [2.2779, 2.4640, -4.1537], [3.4312, 3.0964, -4.5841], [3.9335, 4.1829, -3.8785], [3.2874, 4.6356, -2.7389], [2.1300, 4.0072, -2.3012], [-1.2576, 2.7915, -3.4996], [-2.3152, 3.5016, -2.9399], [-3.3167, 4.0047, -3.7587], [-3.2705, 3.7925, -5.1263], [-2.2203, 3.0728, -5.6866], [-1.2149, 2.5744, -4.8793], [1.9102, 1.6043, -4.7004], [3.9395, 2.7419, -5.4700], [4.8325, 4.6773, -4.2206], [3.6763, 5.4834, -2.1922], [1.6236, 4.3720, -1.4168], [-2.3557, 3.6735, -1.8723], [-4.1321, 4.5655, -3.3229], [-4.0509, 4.1892, -5.7613], [-2.1821, 2.9087, -6.7549], [-0.4057, 2.0152, -5.3328], [-4.0640, -5.9887, -0.1922], [-3.7295, -4.7187, -0.1300], [-4.7046, -3.7494, 0.0439], [-5.9716, -4.0999, 0.1478], [-4.3370, -2.4133, 0.1103], [-5.3043, -1.5191, 0.2877], [-3.0140, -2.0045, 0.0119], [-2.5734, -0.2439, -0.0084], [-3.1586, 0.4141, 1.5828], [-3.1846, 1.7999, 1.7706], [-3.6361, 2.3327, 2.9675], [-4.0574, 1.4927, 3.9926], [-4.0116, 0.1180, 3.8228], [-3.5597, -0.4218, 2.6244], [-3.6395, 0.4656, -1.2858], [-4.7000, 1.3114, -0.9666], [-5.5426, 1.7687, -1.9681], [-5.3406, 1.3740, -3.2834], [-4.2961, 0.5185, -3.6015], [-3.4442, 0.0650, -2.6079], [-2.0592, -3.0029, -0.1646], [-0.2140, -2.6081, -0.3395], [-2.3954, -4.3400, -0.2342], [-1.4736, -5.2764, -0.3988], [-2.8819, 2.4635, 0.9709], [-3.6747, 3.4064, 3.0943], [-4.4271, 1.9128, 4.9182], [-4.3454, -0.5398, 4.6137], [-3.5493, -1.4966, 2.5033], [-4.8955, 1.5995, 0.0566], [-6.3683, 2.4184, -1.7144], [-6.0054, 1.7289, -4.0589], [-4.1440, 0.2020, -4.6246], [-2.6384, -0.6087, -2.8635]],
  "forces_ev_per_a": [[0.2, 0.4, 0.0], [0.0, 0.1, 0.0], [-0.1, -0.1, -0.2], [0.0, 0.0, 0.0], [0.0, 0.0, 0.1], [0.0, 0.0, 0.1], [0.0, 0.1, 0.0], [0.1, 0.0, 0.1], [-0.1, 0.0, 0.0], [0.0, -0.2, -0.1], [0.0, -0.1, 0.0], [0.0, 0.0, 0.0], [0.0, 0.0, 0.0], [0.0, 0.0, 0.0], [0.0, 0.0, 0.0], [0.0, 0.0, 0.0], [0.0, 0.0, 0.0], [0.0, 0.0, 0.0], [0.0, 0.0, 0.0], [0.0, 0.0, 0.0], [0.0, 0.0, 0.1], [0.0, -0.1, -0.1], [0.0, -0.1, -0.1], [-0.1, -0.2, 0.1], [0.2, 0.0, 0.0], [0.0, -0.1, 0.0], [0.0, 0.0, 0.0], [0.0, 0.0, 0.0], [-0.1, 0.0, 0.0], [-0.1, 0.1, -0.1], [-0.2, 0.2, -0.1], [0.0, 0.0, 0.0], [0.0, 0.0, 0.0], [0.0, 0.0, 0.0], [0.0, 0.0, 0.0], [0.0, -0.1, 0.0], [0.0, 0.0, 0.0], [0.0, 0.0, 0.0], [0.0, 0.0, 0.0], [0.0, 0.0, 0.0], [0.0, 0.0, 0.0], [0.0, 0.0, 0.0], [0.0, 0.0, 0.0], [0.0, 0.0, 0.0], [0.0, 0.0, 0.0], [0.0, 0.0, 0.0], [0.0, 0.0, 0.0], [0.0, 0.0, 0.0], [0.0, 0.0, 0.0], [0.0, 0.0, 0.0], [-0.1, -0.1, 0.0], [0.0, 0.0, 0.0], [0.0, -0.1, -0.1], [0.2, 0.1, 0.2], [0.0, -0.1, 0.0], [0.0, 0.0, 0.1], [0.0, 0.0, 0.0], [0.0, 0.0, 0.0], [0.0, 0.0, 0.0], [0.0, 0.1, 0.0], [-0.1, 0.0, 0.0], [0.0, 0.0, -0.1], [0.0, -0.1, 0.0], [0.0, 0.0, 0.1], [0.0, 0.0, 0.0], [0.0, 0.0, 0.0], [0.0, -0.1, 0.0], [0.0, 0.1, 0.0], [-0.2, 0.0, 0.0], [0.0, 0.0, 0.0], [0.0, 0.0, 0.0], [0.0, 0.0, 0.0], [0.0, 0.0, 0.0], [0.0, 0.0, 0.0], [0.0, 0.0, 0.0], [0.0, 0.0, 0.0], [0.0, 0.0, 0.0], [0.0, 0.0, 0.0], [0.0, 0.0, 0.0], [0.0, 0.0, 0.0]],
  "lowdin_charge": [-0.18, -0.01, -0.12, -0.01, -0.37, 0.03, 0.19, -0.44, 0.21, -0.02, 0.10, 0.09, 0.11, 0.11, 0.11, 0.07, 0.03, 0.13, 0.13, 0.13, 0.06, 0.47, 0.33, 0.54, -0.40, -0.10, -0.06, -0.05, -0.06, -0.10, -0.40, -0.10, -0.07, -0.05, -0.05, -0.08, 0.09, 0.12, 0.12, 0.11, 0.08, 0.07, 0.12, 0.12, 0.12, 0.10, 0.18, -0.12, -0.12, 0.17, -0.21, 0.14, -0.29, 1.04, -0.37, -0.12, -0.05, -0.06, -0.06, -0.08, -0.35, -0.07, -0.05, -0.06, -0.06, -0.10, -0.51, 0.99, -0.25, 0.11, 0.07, 0.12, 0.12, 0.12, 0.11, 0.10, 0.12, 0.12, 0.12, 0.07],
  "s2": 0.76,
  "total_charge": 2,
  "multiplicity": 2,
  "orbital_gap_ev": [6.959, 7.568]
}